{"formula": "C3H2I2", "method": "the ωB97M-V functional and the def2-TZVPD basis", "elements": ["I", "C", "C", "C", "I", "H", "H"], "positions_angstrom": [[-2.75559, 0.57765, 0.02453], [-0.77158, 0.36554, -0.06393], [0.42372, 0.72144, -0.54410], [0.40232, -0.28797, 0.51713], [0.84238, -2.26795, -0.00512], [1.02979, 0.95132, -1.32873], [0.82897, -0.06003, 1.40022]], "forces_ev_per_a": [[-0.56, -0.05, -0.08], [2.58, 1.30, -0.57], [-3.68, -1.65, 1.64], [-0.90, -0.32, -2.19], [0.14, -0.99, -0.08], [1.35, 1.19, -1.86], [1.08, 0.51, 3.13]], "e_tot_ha": -710.7897, "lumo_ev": 0.33, "charge": 0, "smiles": "IC1=C[C@@H]1I", "fmax_ha_per_bohr": 0.085, "orbital_gap_ev": 9.39}